# 1
Formula: C42H33Cl5F2FeN2OTe
Source: the Open Molecules 2025 dataset
Level of theory: ωB97M-V/def2-TZVPD

## Properties
* E_LUMO (alpha / beta): -0.345 / -1.569 eV
* ΔE to the lowest compared entry with this formula, charge and spin: 25.2 kJ/mol
* 2S+1: 5

Last column: Löwdin charge in e.
CARTESIAN COORDINATES (ANGSTROEM)
Fe: -1.20171 -2.34187 0.25853  0.62
F: -0.21960 -4.66708 4.98235  0.08
C: -1.03441 -4.50418 3.93088  -0.26
C: -0.61444 -3.73525 2.86395  -0.02
C: -1.47132 -3.56068 1.79063  -0.12
C: -2.71799 -4.19922 1.77747  -0.11
C: -3.09230 -4.93565 2.88850  -0.21
F: -4.30201 -5.53516 2.92339  0.06
C: -2.27581 -5.10413 3.98297  0.07
C: -3.48192 -4.08471 0.52170  -0.17
C: -4.67859 -4.72437 0.21765  0.01
C: -5.21582 -4.59287 -1.05020  -0.04
C: -4.56237 -3.83583 -2.00950  -0.04
C: -3.38706 -3.21780 -1.64456  -0.10
N: -2.86559 -3.33026 -0.41536  0.04
H: 0.36181 -3.25992 2.90839  0.12
H: -2.59509 -5.68411 4.83927  0.14
H: -5.16929 -5.32348 0.96820  0.11
H: -6.14476 -5.09642 -1.29264  0.12
H: -4.94763 -3.71853 -3.01537  0.11
H: -2.83287 -2.61270 -2.34559  0.08
Cl: -2.90344 0.11899 -2.20433  0.73
C: -1.45908 -0.73525 -2.65847  -0.74
C: -0.75858 -1.39990 -1.64795  -0.43
C: 0.22738 -2.27135 -2.14626  -0.73
Cl: 0.91109 -3.34721 -0.93392  0.75
C: 0.66545 -2.32546 -3.45648  -0.71
Cl: 1.91710 -3.40544 -3.93108  0.71
C: 0.05743 -1.47372 -4.38404  -0.70
Cl: 0.64386 -1.40078 -5.99091  0.71
C: -1.04379 -0.70855 -3.98604  -0.70
Cl: -1.86404 0.26372 -5.14373  0.70
C: 2.25200 3.27797 -5.91993  -0.05
C: 1.90491 2.59615 -4.62062  -0.26
C: 0.85976 3.04804 -3.82916  -0.02
C: 0.51811 2.43223 -2.62698  -0.27
C: -0.64568 3.03346 -1.86995  -0.05
C: 1.27329 1.32914 -2.18673  -0.31
Te: 0.88186 0.19087 -0.36328  1.80
N: -0.28271 -1.08841 1.20429  -0.26
C: -0.35514 -0.72380 2.53720  -0.60
O: -1.33824 -0.77246 3.26402  0.04
C: 0.94041 -0.22888 3.15000  -0.17
C: 0.87954 0.67601 4.20507  -0.02
C: 2.04445 1.17183 4.77023  -0.07
C: 3.28447 0.74718 4.29913  -0.09
C: 3.35254 -0.17743 3.26673  -0.08
C: 2.18153 -0.66217 2.69312  -0.08
C: 0.57444 1.91352 0.83461  -0.34
C: -0.67978 2.25676 1.35070  -0.29
C: -1.99213 1.58138 1.01435  -0.07
C: -0.74500 3.33771 2.23240  -0.01
C: 0.37110 4.07169 2.59487  -0.26
C: 0.27553 5.21625 3.57379  -0.04
C: 1.59588 3.72369 2.03443  -0.02
C: 1.72876 2.65725 1.15742  -0.28
C: 3.10884 2.37681 0.59693  -0.07
C: 2.33355 0.84987 -2.98430  -0.30
C: 3.22033 -0.33804 -2.63680  -0.09
C: 2.62651 1.49584 -4.18127  -0.03
H: 1.44226 3.92813 -6.25495  0.07
H: 2.45197 2.54700 -6.70726  0.08
H: 3.14915 3.89383 -5.81018  0.08
H: 0.26988 3.89902 -4.16329  0.12
H: -1.42408 3.35898 -2.56617  0.09
H: -0.32496 3.90560 -1.28881  0.10
H: -1.10059 2.33607 -1.17881  0.02
H: -0.09617 0.98827 4.55722  0.12
H: 1.98962 1.88963 5.58102  0.10
H: 4.19447 1.13156 4.74288  0.10
H: 4.31509 -0.52388 2.90830  0.10
H: 2.22814 -1.38567 1.88996  0.09
H: -1.89213 0.79175 0.28116  0.00
H: -2.69204 2.32245 0.61631  0.09
H: -2.43226 1.13295 1.90675  0.09
H: -1.71513 3.60169 2.65004  0.13
H: -0.74705 5.34959 3.92985  0.07
H: 0.60028 6.15347 3.11514  0.08
H: 0.91599 5.04029 4.44306  0.08
H: 2.48617 4.28932 2.30459  0.12
H: 3.87140 2.81717 1.24030  0.08
H: 3.21756 2.80063 -0.40647  0.08
H: 3.32864 1.31286 0.52466  0.04
H: 2.80083 -1.01835 -1.90465  0.01
H: 4.17798 0.00709 -2.23654  0.09
H: 3.43419 -0.92121 -3.53382  0.06
H: 3.43708 1.10846 -4.79796  0.13

Cartesian forces (eV/Å) of the 2 atoms listed first:
-0.1 0.8 0.0
0.1 0.0 0.1

# 2
Formula: C42H33CsF3GeN4O3S2
Source: the Open Molecules 2025 dataset
Level of theory: ωB97M-V/def2-TZVPD

## Properties
* E_LUMO (alpha / beta): 3.828 / 3.822 eV
* ΔE to the lowest compared entry with this formula, charge and spin: 8.6 kJ/mol
* total charge: -2
* 2S+1: 2

Last column: Löwdin charge in e.
CARTESIAN COORDINATES (ANGSTROEM)
Cs: 0.29186 1.55902 -2.23446  0.93
N: -4.19063 4.86808 -0.19603  0.01
C: -3.12751 3.97730 -0.12789  -0.97
S: -2.84219 3.06028 -1.53750  0.37
N: -2.55006 4.02679 1.05937  -0.04
N: -1.57702 3.11051 1.30070  0.08
C: -1.02132 3.22919 2.45662  -0.21
C: -1.41800 4.26624 3.45869  -0.19
C: -0.54217 5.27514 3.83739  -0.04
C: -0.91847 6.22736 4.77529  -0.10
C: -2.17662 6.17333 5.35741  -0.12
C: -3.05646 5.16367 4.98807  -0.10
C: -2.68023 4.22314 4.04235  -0.04
C: 0.00694 2.24622 2.87440  -0.20
C: 0.21048 1.05140 2.17115  0.00
C: 1.10283 0.12284 2.66614  -0.06
C: 1.80729 0.41866 3.82799  -0.07
C: 1.56610 1.63546 4.43663  -0.16
N: 0.68407 2.52671 3.99232  0.11
H: -4.44461 5.13787 -1.13069  0.04
H: -4.15198 5.59758 0.50011  0.07
H: 0.44693 5.31072 3.39832  0.11
H: -0.22053 7.00824 5.05369  0.09
H: -2.47071 6.91261 6.09327  0.09
H: -4.04407 5.11171 5.43125  0.09
H: -3.37259 3.45000 3.73416  0.11
H: -0.36320 0.86286 1.27537  0.07
H: 1.24201 -0.82909 2.17035  0.08
H: 2.51587 -0.28237 4.24826  0.09
H: 2.09896 1.91114 5.34251  0.09
C: 4.72940 0.79622 -1.07022  -0.09
C: 3.60400 0.72605 -0.21829  -0.08
C: 2.57075 -0.10924 -0.53552  -0.15
C: 2.58668 -0.91684 -1.70634  -0.27
C: 1.46366 -1.74262 -2.03191  -0.25
C: 1.54165 -2.45889 -3.20175  -0.11
C: 2.68944 -2.42076 -4.03242  -0.08
C: 3.75934 -1.63878 -3.71631  -0.06
C: 3.72787 -0.84734 -2.54577  -0.18
C: 4.78645 0.02913 -2.19683  -0.04
H: 5.54041 1.47548 -0.83619  0.10
H: 3.55634 1.33302 0.67837  0.10
H: 1.70013 -0.18360 0.10188  0.05
H: 0.70578 -3.06452 -3.53251  0.08
H: 2.69642 -3.01041 -4.94447  0.10
H: 4.62522 -1.58174 -4.36707  0.11
H: 5.63886 0.09939 -2.86435  0.11
C: -1.52724 -5.91565 -3.44294  -0.12
C: -2.06515 -4.66491 -3.71679  -0.11
C: -1.71336 -3.57094 -2.93818  -0.13
C: -0.81814 -3.68661 -1.87427  -0.33
C: -0.30104 -4.95340 -1.60815  -0.10
C: -0.64524 -6.05684 -2.38056  -0.11
Ge: -0.31707 -2.07530 -0.80874  0.98
C: 0.65954 -2.87229 0.75334  -0.29
C: -0.06446 -3.17303 1.91332  -0.12
C: 0.54506 -3.67142 3.05697  -0.11
C: 1.91371 -3.89517 3.07681  -0.12
C: 2.65407 -3.62251 1.93532  -0.10
C: 2.03354 -3.12318 0.79556  -0.12
C: -2.19436 -1.82751 0.04540  -0.30
C: -3.13079 -2.85228 0.19011  -0.14
C: -4.39052 -2.61397 0.72652  -0.12
C: -4.75078 -1.33105 1.12059  -0.12
C: -3.84712 -0.29007 0.96413  -0.09
C: -2.59002 -0.54434 0.43158  -0.13
H: -1.79402 -6.77143 -4.05223  0.08
H: -2.75751 -4.54098 -4.54187  0.09
H: -2.14726 -2.60247 -3.16742  0.10
H: 0.39638 -5.07954 -0.78656  0.09
H: -0.21972 -7.02808 -2.15358  0.09
H: -1.13310 -2.99179 1.93131  0.08
H: -0.05288 -3.87719 3.93768  0.09
H: 2.39667 -4.27880 3.96830  0.09
H: 3.72453 -3.79388 1.92663  0.09
H: 2.64310 -2.92870 -0.07008  0.09
H: -2.87684 -3.86102 -0.11857  0.09
H: -5.09549 -3.43195 0.82988  0.09
H: -5.73739 -1.14056 1.52734  0.09
H: -4.11941 0.72581 1.22547  0.10
H: -1.92997 0.30003 0.26992  0.04
F: 0.34527 2.78654 -6.27983  0.11
C: 1.67082 2.96841 -6.38732  -0.66
F: 1.86884 4.24832 -6.74374  0.11
F: 2.09649 2.20327 -7.40540  0.11
S: 2.53665 2.55349 -4.80945  0.40
O: 3.92464 2.79015 -5.11397  -0.31
O: 2.15182 1.17245 -4.59798  -0.41
O: 1.93041 3.48125 -3.87404  -0.43

Cartesian forces (eV/Å) of the 2 atoms listed first:
-0.3 0.1 0.1
0.0 0.0 0.0

# 3
Formula: C42H33MgN6O4S2
Source: the Open Molecules 2025 dataset
Level of theory: ωB97M-V/def2-TZVPD

## Properties
* E_LUMO: 2.090 eV
* ΔE to the lowest compared entry with this formula, charge and spin: 101.5 kJ/mol
* total charge: -1

Last column: Löwdin charge in e.
CARTESIAN COORDINATES (ANGSTROEM)
Mg: 0.71769 -0.71757 1.14002  0.55
O: 4.49542 -2.17616 2.33917  -0.01
C: 3.34824 -1.94297 1.93043  -0.48
N: 2.45187 -1.03760 2.26730  0.04
C: 2.62381 -0.06438 3.26682  -0.21
C: 3.80959 0.23011 3.93191  -0.03
C: 3.83594 1.22909 4.90586  -0.13
C: 2.68353 1.92965 5.21922  -0.12
C: 1.48429 1.65130 4.56213  -0.03
C: 1.43654 0.66779 3.58066  -0.22
N: 0.30536 0.27543 2.85142  0.04
C: -0.92608 0.29156 3.35507  -0.51
O: -1.39031 0.85024 4.34645  0.02
C: -1.84266 -0.68180 2.59621  -0.18
C: -3.20043 -0.70916 2.87664  0.00
C: -3.98870 -1.67444 2.28335  -0.06
C: -3.39602 -2.60789 1.43962  -0.07
C: -2.03594 -2.51520 1.21821  -0.14
N: -1.26395 -1.57581 1.77469  0.07
C: 2.81512 -2.84051 0.80372  -0.16
C: 3.61349 -3.86047 0.30726  0.00
C: 3.13933 -4.64445 -0.72869  -0.06
C: 1.87399 -4.39298 -1.24209  -0.06
C: 1.13712 -3.36477 -0.68740  -0.13
N: 1.58611 -2.59946 0.31224  0.09
H: 4.69590 -0.33697 3.68762  0.09
H: 4.76134 1.44186 5.42876  0.08
H: 2.70471 2.69471 5.98698  0.09
H: 0.57681 2.18560 4.80265  0.10
H: -3.59401 0.03597 3.55334  0.12
H: -5.05466 -1.70539 2.47619  0.11
H: -3.97304 -3.38636 0.95766  0.10
H: -1.53395 -3.22813 0.57273  0.10
H: 4.58687 -3.99604 0.75713  0.11
H: 3.74801 -5.44186 -1.13796  0.10
H: 1.46487 -4.97027 -2.06051  0.10
H: 0.15037 -3.12520 -1.06530  0.08
S: -1.84979 2.00332 0.55935  0.63
C: -3.58024 2.23324 0.70117  -0.67
C: -4.08753 3.43955 1.21952  -0.14
C: -5.44731 3.64496 1.38215  -0.12
C: -6.36625 2.65738 1.03221  -0.14
C: -5.88831 1.46296 0.51317  -0.12
C: -4.52321 1.25316 0.35010  -0.16
H: -3.37976 4.21186 1.49700  0.09
H: -5.79874 4.58698 1.78902  0.09
H: -7.42893 2.81618 1.16877  0.08
H: -6.58395 0.67374 0.24528  0.09
H: -4.17985 0.30147 -0.04024  0.06
N: 6.67918 2.91990 -0.67112  0.17
C: 5.86121 2.25108 -1.52872  -0.49
O: 6.14676 2.07093 -2.69591  0.06
C: 4.56821 1.74811 -0.94536  -0.13
C: 3.90883 0.71962 -1.60087  0.02
C: 2.73511 0.23459 -1.05695  -0.11
N: 2.19237 0.71558 0.07004  0.06
C: 2.81062 1.73343 0.66798  -0.07
C: 3.99764 2.27209 0.20098  0.01
H: 7.58265 3.19268 -1.01656  0.11
H: 6.53030 2.89370 0.32079  0.09
H: 4.32307 0.30910 -2.51128  0.12
H: 2.19888 -0.57827 -1.53096  0.10
H: 2.33761 2.12439 1.56052  0.12
H: 4.43792 3.10173 0.73806  0.11
O: -0.27146 -0.31897 -0.62888  -0.61
S: -1.69386 -0.13180 -1.14711  0.91
C: -1.62647 1.14648 -2.39990  -0.41
C: -2.79743 1.56417 -3.01151  -0.08
C: -2.73005 2.54333 -3.99127  -0.08
C: -1.50527 3.09176 -4.35381  -0.09
C: -0.34227 2.65967 -3.72840  -0.07
C: -0.39903 1.68265 -2.74551  -0.07
C: -1.70316 -1.49200 -2.41468  -0.33
C: -2.93942 -2.03622 -2.73125  -0.09
C: -3.03559 -3.05558 -3.67129  -0.09
C: -1.88981 -3.53660 -4.29066  -0.09
C: -0.65035 -2.99264 -3.96972  -0.08
C: -0.55864 -1.97296 -3.03238  -0.10
H: -3.75473 1.15462 -2.70986  0.11
H: -3.64062 2.88499 -4.46831  0.10
H: -1.46036 3.86113 -5.11435  0.10
H: 0.61360 3.09432 -3.99397  0.10
H: 0.48947 1.35298 -2.22374  0.09
H: -3.83233 -1.66309 -2.23685  0.11
H: -4.00275 -3.47852 -3.91357  0.10
H: -1.96113 -4.33479 -5.01903  0.10
H: 0.24643 -3.36207 -4.45269  0.10
H: 0.40216 -1.54177 -2.77892  0.10

Cartesian forces (eV/Å) of the 2 atoms listed first:
-0.2 -0.1 -0.2
0.0 0.0 0.0